A cluster of 2 separate species, C30H38N2O2P in total at a distorted geometry. Source: OMol25; level of theory: ωB97M-V/def2-TZVPD.

Its total energy is -1767.07202 hartree. The frontier orbital gap is 6.045 eV. For the energy above the lowest of the compared OMol25 structures with the same formula, charge and spin, the calculation gives 0.0 kJ/mol. The net charge is +1. As for the multiplicity: 1.

XYZ file:
```
73
Properties=species:S:1:pos:R:3:forces:R:3:lowdin_charge:R:1
P 0.0864 -1.5156 0.9386 0.1058 -0.4771 -0.1199 1.26
O 3.7330 1.6815 -4.6242 0.7686 0.4346 0.8888 0.00
O -5.8061 1.7453 -3.1437 0.4749 0.1289 0.0149 -0.08
N -0.9333 -1.0869 2.1910 2.3810 -0.3350 0.1238 -0.14
N 1.5116 -0.9130 1.5733 -1.9815 -0.7547 1.1007 -0.13
C 1.2259 -0.4148 2.8700 0.2470 0.1242 0.0169 -0.21
C 4.2054 2.2983 -2.2990 0.0970 0.6329 -0.2625 -0.10
C -3.2879 -0.8074 2.7016 -0.6011 0.5844 -0.0412 -0.02
C 0.5916 0.9816 -2.0637 0.8975 -1.2481 0.5528 -0.24
C 0.5254 0.4885 -3.3764 -0.8281 1.5090 0.3820 -0.05
C -2.2108 -1.8296 2.4615 -0.0388 -0.0668 -0.3484 -0.61
C -4.3016 1.2872 -1.3161 -0.7382 -0.1576 -1.1719 0.01
C -3.0273 0.9630 -0.8938 -0.0253 0.6966 0.4994 -0.06
C 2.8329 1.7530 -2.4811 -0.2586 -1.6738 -1.2202 -0.15
C 1.4700 0.8651 -4.2996 1.2790 -0.7450 -0.7022 0.02
C -2.0561 -2.7948 3.6278 0.0775 -0.4736 0.7158 -0.02
C 3.4603 -2.3627 2.2028 0.2788 -0.4534 0.6312 -0.02
C -3.4052 2.0004 -3.4520 -0.0661 -0.5955 0.8410 0.00
C -1.8954 1.2079 -1.6844 -0.5541 -0.7711 -0.5072 -0.21
C -2.5702 -2.6189 1.2121 0.0475 -0.2948 -0.3272 -0.08
C 2.6856 -2.1924 -0.1494 -0.1634 -0.3283 -0.2471 -0.08
C 1.7352 0.3066 5.1240 0.3333 -0.3191 -1.4211 -0.04
C 3.7272 -0.2350 0.8857 0.3845 0.7003 -0.3436 -0.03
C 4.8161 2.1204 -3.6914 -0.1091 -0.4571 -0.9011 -0.09
C 1.8351 1.4085 -1.5836 -0.1908 1.9720 -0.0892 -0.02
C -5.9794 1.8853 -4.5693 0.2470 0.0649 0.4363 -0.06
C 2.6709 1.3978 -3.8465 -0.4792 0.7107 1.1745 -0.24
C 0.3923 0.2024 5.4508 -0.4734 0.0920 0.3783 -0.06
C -4.5300 1.7172 -2.6616 0.7931 -0.4702 0.1846 -0.26
C -2.1113 1.7328 -2.9730 -0.2716 0.5093 0.6059 -0.02
C -0.5506 -0.1424 4.4894 -0.3579 0.0652 0.1958 -0.02
C -0.1345 -0.5098 3.2116 -0.1352 0.1551 0.3225 -0.20
C 2.8605 -1.4336 1.1562 -0.1375 -0.0057 -0.3173 -0.60
C -0.5467 0.8405 -1.1009 0.3391 -0.7962 -0.0059 -0.14
C 2.1518 0.0440 3.7984 -0.1324 0.4165 1.2288 -0.01
H -2.8917 0.6201 0.1509 -0.0306 0.1595 -0.8257 0.08
H -0.4003 0.0810 -3.7462 -0.0706 -0.2894 0.0591 0.11
H 2.2565 -1.5561 -0.9278 -0.0542 0.0176 -0.0051 0.08
H 4.1953 3.3640 -2.0607 -0.0935 -0.0565 0.2632 0.13
H -1.2842 2.0375 -3.6131 -0.2194 -0.2440 0.2565 0.11
H 0.0760 0.3949 6.4862 0.0684 -0.0144 -0.6308 0.12
H 4.4136 -2.7640 1.8303 -0.2667 0.2189 -0.0917 0.10
H -5.6761 2.8803 -4.9139 -0.0437 -0.1199 0.1021 0.09
H -2.6704 -1.9703 0.3373 0.0494 0.0015 -0.0033 0.08
H 5.2544 3.0227 -4.1123 -0.1636 0.0250 0.0332 0.12
H -7.0424 1.7585 -4.7271 -0.0927 -0.0098 -0.0733 0.09
H -1.8752 -2.3050 4.5942 0.0013 -0.0897 -0.3864 0.08
H 2.8346 -3.2418 2.4218 -0.0363 0.3567 -0.1427 0.10
H 4.7207 -0.5605 0.5713 -0.0079 0.0322 0.1001 0.11
H -3.5267 2.3584 -4.4569 0.0412 0.1426 -0.1956 0.10
H -3.4120 -0.1882 1.7996 -0.0310 -0.1625 0.4614 0.07
H 1.9512 1.7619 -0.5472 -0.2900 -0.2705 -0.3902 0.12
H -0.4165 -0.2696 -0.7167 -1.0942 1.7312 -0.6725 0.04
H 2.0685 -3.0983 -0.0444 0.1994 0.2249 0.0211 0.08
H -1.2623 -3.5429 3.4757 -0.1089 0.3560 -0.1236 0.10
H 4.7674 1.7731 -1.5353 0.1685 -0.0466 0.1403 0.11
H 2.4625 0.5745 5.8770 0.0251 0.0943 -0.0745 0.11
H 3.6978 -1.8749 3.1575 -0.1867 -0.0832 -0.3363 0.08
H 3.1847 0.2015 3.5214 -0.1279 -0.1462 0.1681 0.10
H 3.2839 0.3363 0.0589 0.2593 -0.1360 0.3024 0.06
H -1.8485 -3.4196 0.9851 -0.2070 0.2147 0.1151 0.08
H -3.5402 -3.0887 1.3701 0.0164 -0.0189 0.0055 0.10
H -5.4222 1.1210 -5.1330 -0.1152 0.1469 0.3109 0.10
H 3.8255 0.4259 1.7510 0.0918 -0.1244 -0.2465 0.08
H -3.0707 -0.1531 3.5513 -0.1866 -0.1333 -0.2637 0.08
H -0.4162 1.4780 -0.2151 0.3573 -0.2110 -0.1042 0.12
H 1.3484 0.6493 -5.3576 0.0328 -0.0959 0.1585 0.13
H 5.5802 1.3448 -3.7051 -0.0595 -0.1098 -0.0767 0.12
H -1.6157 -0.1414 4.7284 0.5874 -0.0762 0.1037 0.10
H -2.9854 -3.3698 3.7539 0.1668 0.2648 -0.1921 0.10
H 3.6683 -2.5046 -0.4995 0.0095 -0.0267 0.0070 0.10
H -5.1686 1.1131 -0.6831 0.1392 0.0126 -0.0835 0.12
H -4.2355 -1.3185 2.8879 0.0629 0.0917 0.0421 0.11
```
Positions in Å, forces in eV/Å.